Entry from OMol25: C8H8N2 in the gas phase (ωB97M-V/def2-TZVPD).

The geometry in ORCA input format:
```
! RIJCOSX wB97M-V def2-TZVPD def2/J DEFGRID3
* xyz 0 1
C 2.769 -0.375 0.055
N 1.347 -0.015 -0.087
C 1.064 1.298 0.005
C -0.224 1.678 -0.311
C -1.194 0.736 -0.112
N -2.523 1.128 0.015
C -3.180 -0.036 0.037
C -2.326 -1.230 0.012
C -1.040 -0.701 -0.248
C 0.418 -1.034 -0.319
H 3.261 -0.163 1.139
H 2.865 -1.416 -0.011
H 3.502 0.056 -0.656
H 2.008 1.740 0.673
H -0.463 2.694 -0.458
H -4.188 0.012 0.443
H -2.785 -2.318 0.042
H 0.689 -2.054 -0.218
*
```

Calculated values
HOMO level: -7.36 eV
SMILES: Cn1ccc2nccc-2c1
HOMO-LUMO gap: 7.545 eV
maximum force: 3.98 eV/A
LUMO level: 0.2 eV